Formula: C53H41BiBrN4O4PSe2Te
Source: OMol25
Level of theory: the ωB97M-V functional and the def2-TZVPD basis

Computed properties:
- Net charge: 0
- Gap between HOMO and LUMO: 6.6 eV
- E_LUMO: -0.9 eV
- E: -292935.2341 eV

Geometry as XYZ:
```
108
Properties=species:S:1:pos:R:3:forces:R:3:mulliken_charge:R:1
Bi -0.5877 1.1278 0.2853 0.1 -0.8 0.2 2.640
O -4.8559 -3.0537 5.7783 0.0 0.0 -0.2 -0.576
N -4.5168 -3.2539 4.6280 0.0 -0.2 0.1 0.924
O -4.5837 -4.3287 4.0602 0.0 0.2 0.1 -0.559
C -4.0100 -2.1019 3.8573 0.1 -0.1 0.0 0.448
C -4.6329 -0.9307 4.0575 -0.2 0.1 0.1 -1.147
C -4.2546 0.2252 3.3120 0.1 0.0 -0.1 1.125
C -4.9118 1.4551 3.4683 -0.1 0.0 0.1 -0.615
C -4.5214 2.5229 2.7121 0.0 0.1 0.0 -1.153
C -3.4736 2.3517 1.7999 0.0 0.0 0.0 -0.139
N -2.8332 1.2114 1.6416 -0.1 -0.3 0.1 0.092
C -3.2066 0.1431 2.3836 -0.1 0.2 0.0 -0.413
C -2.5160 -1.1173 2.2116 0.1 -0.1 0.0 -0.776
N -1.4859 -1.1496 1.3512 -0.3 0.0 -0.1 1.072
C -0.8676 -2.2805 1.1259 0.1 0.1 0.1 -0.403
C -1.1765 -3.4574 1.8142 0.0 -0.1 -0.1 -1.027
C -2.1962 -3.4449 2.7226 0.0 0.0 0.0 -1.171
C -2.9208 -2.2546 2.9316 0.0 -0.1 0.0 1.338
H -5.4460 -0.8701 4.7694 0.0 0.0 0.0 0.497
H -5.7239 1.5370 4.1826 0.0 0.0 0.0 0.462
H -4.9989 3.4887 2.8026 0.0 0.0 0.0 0.435
H -3.1497 3.1755 1.1768 0.1 0.0 0.0 0.367
H -0.0688 -2.2512 0.3922 -0.1 0.0 0.0 -0.198
H -0.6192 -4.3642 1.6173 0.0 0.1 0.0 0.594
H -2.4576 -4.3416 3.2613 0.0 0.0 0.0 0.546
C 0.0638 -2.0737 -6.4532 0.0 0.1 0.1 -1.713
C -0.2466 -1.6493 -5.0356 0.0 -0.1 -0.2 -0.112
C -1.2399 -2.2660 -4.2857 0.0 -0.1 0.1 -0.495
C -1.5636 -1.8475 -3.0064 0.1 0.0 0.0 0.546
C -2.6447 -2.5794 -2.2819 -0.2 0.2 0.0 -0.648
O -2.5516 -2.8957 -1.1141 0.2 -0.1 0.1 -0.474
C -3.8882 -2.9670 -3.0429 0.0 0.0 0.0 0.477
C -4.6125 -4.0677 -2.5894 0.0 0.0 0.0 -0.448
C -5.7623 -4.4728 -3.2485 0.0 0.0 0.0 -0.630
C -6.2113 -3.7643 -4.3575 0.0 0.0 0.0 -0.357
C -5.5174 -2.6441 -4.7916 0.0 0.0 0.0 -0.819
C -4.3578 -2.2472 -4.1393 0.0 0.0 0.0 -0.097
C -0.8640 -0.7590 -2.3856 -0.2 0.2 -0.2 0.939
O -1.3649 -0.2661 -1.2992 0.6 -0.3 0.2 -0.967
C 0.2552 -0.2072 -3.1013 -0.1 0.0 0.0 0.856
C 0.4552 -0.6330 -4.4293 0.1 0.1 0.2 -0.933
C 1.2176 0.7739 -2.5588 0.0 0.1 0.0 0.712
N 1.2654 1.1395 -1.3206 0.1 0.0 0.0 0.034
C 2.2442 2.1275 -0.7984 0.1 -0.1 -0.1 0.735
C 3.7469 1.8465 -0.9082 -0.2 -0.1 0.1 -1.051
Te 4.4950 0.3096 0.3893 0.0 0.0 -0.1 0.324
C 3.8058 -1.3073 -0.7941 0.0 0.0 0.1 -0.228
C 4.5696 -1.8090 -1.8432 0.0 -0.1 0.0 -0.338
C 4.0898 -2.8604 -2.6170 -0.1 0.0 0.0 -0.528
C 2.8441 -3.4135 -2.3480 0.0 0.0 0.0 -0.606
C 2.0904 -2.9334 -1.2832 0.0 0.0 0.0 -0.495
C 2.5734 -1.8885 -0.5024 0.0 -0.1 -0.1 0.205
C 2.2138 1.3656 -3.5195 0.0 -0.1 0.0 -1.442
C 2.0992 2.7023 -3.8771 -0.1 0.0 0.0 -0.091
C 3.0508 3.2871 -4.7038 0.0 0.0 0.0 -0.906
C 4.1170 2.5380 -5.1798 0.0 0.0 0.0 -0.756
C 4.2241 1.1944 -4.8374 0.0 0.0 0.0 -0.874
C 3.2753 0.6102 -4.0122 0.0 0.0 0.0 0.148
H -0.6176 -2.8575 -6.7843 0.0 0.0 0.0 0.387
H 1.0836 -2.4558 -6.5391 0.0 0.0 0.0 0.314
H -0.0293 -1.2328 -7.1443 0.0 0.0 0.0 0.366
H -1.7824 -3.1019 -4.7157 -0.1 0.0 0.0 0.518
H -4.2532 -4.5934 -1.7141 0.0 0.0 0.0 0.478
H -6.3125 -5.3370 -2.8955 0.0 0.0 0.0 0.391
H -7.1061 -4.0829 -4.8800 0.0 0.0 0.0 0.387
H -5.8818 -2.0746 -5.6386 0.0 0.0 0.0 0.391
H -3.8286 -1.3606 -4.4660 0.0 0.0 0.0 0.452
H 1.2060 -0.1367 -5.0254 0.1 0.0 0.0 0.669
H 2.0251 2.2317 0.2651 0.0 0.0 0.1 -1.017
H 2.0326 3.1040 -1.2434 0.0 0.0 -0.1 0.339
H 4.2763 2.7433 -0.5779 0.0 0.0 0.0 0.627
H 4.0781 1.6192 -1.9148 0.0 0.1 0.0 0.243
H 5.5389 -1.3774 -2.0607 0.0 0.0 0.0 0.432
H 4.6890 -3.2484 -3.4328 0.0 0.0 0.0 0.388
H 2.4641 -4.2243 -2.9585 0.0 0.0 0.0 0.407
H 1.1244 -3.3774 -1.0657 0.0 0.0 0.0 0.282
H 1.9981 -1.5140 0.3380 0.0 0.0 0.0 0.156
H 1.2571 3.2857 -3.5181 0.0 0.0 0.0 0.586
H 2.9596 4.3334 -4.9698 0.0 0.0 0.0 0.435
H 4.8606 2.9971 -5.8199 0.0 0.0 0.0 0.380
H 5.0483 0.5994 -5.2136 0.0 0.0 0.0 0.426
H 3.3610 -0.4313 -3.7286 0.0 0.0 0.0 0.788
Se -0.1100 3.4942 2.1103 0.2 0.0 0.1 -0.523
P 1.1347 2.1878 3.3385 0.0 0.2 0.1 0.893
Se 1.1291 0.0892 2.8829 -0.1 0.1 0.0 -0.363
C 0.6129 2.4683 5.0618 0.0 0.1 0.0 0.582
C -0.0580 1.4897 5.7828 0.0 0.1 0.1 -0.452
C -0.5246 1.7733 7.0633 0.0 0.0 -0.1 -0.629
C -0.3162 3.0270 7.6184 0.0 0.0 0.0 -0.451
C 0.3593 4.0060 6.8978 0.0 0.0 -0.1 -0.684
C 0.8198 3.7306 5.6197 0.0 -0.1 0.0 -0.439
C 2.8642 2.7701 3.2629 0.0 0.0 0.0 0.310
C 3.8228 2.0538 3.9824 0.0 0.1 0.0 -0.577
C 5.1632 2.3923 3.8827 -0.1 -0.1 0.1 -0.621
C 5.5575 3.4371 3.0539 0.0 0.0 -0.1 -0.471
C 4.6072 4.1554 2.3434 -0.1 0.0 0.0 -0.580
C 3.2571 3.8266 2.4501 0.1 0.0 0.0 -0.264
H -0.2046 0.5111 5.3434 0.0 0.0 0.0 0.304
H -1.0485 1.0094 7.6267 0.0 0.0 0.0 0.416
H -0.6798 3.2453 8.6165 0.0 0.0 -0.1 0.380
H 0.5229 4.9849 7.3329 0.0 0.0 0.0 0.391
H 1.3329 4.4913 5.0425 0.0 0.0 0.0 0.371
H 3.5123 1.2197 4.6009 0.0 0.0 0.0 0.375
H 5.9038 1.8331 4.4430 0.0 0.0 0.0 0.393
H 6.6082 3.6862 2.9594 -0.1 0.0 0.0 0.379
H 4.9111 4.9764 1.7043 0.0 0.0 0.0 0.419
H 2.5092 4.3830 1.8990 0.0 0.0 0.0 0.354
Br -1.7348 2.8697 -1.2833 -0.3 0.7 -0.4 -0.666
```
Positions in Å, forces in eV/Å.